[1]
ORCA calculation (ωB97M-V/def2-TZVPD) on C16H44FLi3N4O4 as an isolated structure at a distorted geometry.

E_HOMO ... -11.29 eV
Kohn-Sham gap ... 2.604 eV
Total charge ... +2
Multiplicity ... 1

XYZ file:
```
72
Properties=species:S:1:pos:R:3:forces:R:3:mulliken_charge:R:1
Li -2.01573 -0.54885 5.99175 -0.01 -0.31 -0.58 0.96
Li -1.03374 3.66020 5.09370 0.14 -0.02 -0.73 0.95
Li 2.74981 0.38617 5.72722 0.10 -0.13 -0.80 0.96
F 0.24129 0.83278 3.43350 -0.21 0.37 1.96 -0.89
C -6.00000 3.51449 0.09709 -0.55 -0.03 -0.15 -1.38
C -6.55501 2.72598 1.27163 0.25 -2.01 1.21 0.30
C -7.10751 1.35205 0.81122 -0.75 -0.33 -0.13 -0.66
O -7.57410 0.39186 1.82963 2.98 0.00 -3.60 -0.33
C -8.58903 0.73773 2.63075 -1.14 0.68 1.83 -0.66
N -5.47874 2.46357 2.24177 1.09 0.94 0.10 -0.64
H -5.07359 3.11525 -0.31580 0.24 -0.19 0.43 0.37
H -5.85122 4.55905 0.37069 -0.01 -0.06 -0.15 0.33
H -6.68203 3.43165 -0.74912 -0.25 0.37 0.07 0.35
H -7.31617 3.25261 1.84729 -0.20 0.29 -0.46 0.33
H -6.34674 0.81739 0.24250 0.35 -0.10 0.40 0.31
H -7.85824 1.52840 0.04090 -0.72 -0.04 0.25 0.36
H -8.19732 1.55632 3.23456 -0.86 0.39 0.68 0.28
H -8.79525 -0.13319 3.25290 0.04 0.09 0.28 0.23
H -9.54952 0.98163 2.17682 0.03 0.35 -0.47 0.29
H -5.66381 1.79867 2.97918 -0.59 -0.18 -0.31 0.25
H -4.68069 2.13149 1.71934 0.18 -0.20 0.05 0.28
C 2.83839 8.58009 -5.34015 -0.10 0.19 0.09 -1.43
C 3.15574 7.13141 -4.92560 -2.37 1.15 0.13 0.39
C 2.38692 6.82680 -3.58172 2.34 -0.71 -0.53 -0.69
O 2.90846 5.54846 -3.17196 -1.80 -0.89 1.27 -0.35
C 1.81019 4.66372 -2.79175 1.21 -0.33 -0.97 -0.71
N 2.67519 6.29247 -6.01551 0.33 -1.03 -0.37 -0.69
H 1.76449 8.73257 -5.44782 -0.22 -0.19 0.15 0.31
H 3.22971 8.85245 -6.32035 0.36 -0.24 0.12 0.37
H 3.17417 9.30830 -4.60188 0.16 0.00 0.03 0.37
H 4.23405 7.03983 -4.79539 -0.14 -0.38 0.14 0.34
H 1.30297 6.73202 -3.64623 -0.03 0.51 -0.51 0.42
H 2.67979 7.54777 -2.81849 -0.26 0.25 0.09 0.31
H 2.20659 3.68458 -2.52293 0.41 0.09 -0.11 0.25
H 1.21821 4.51319 -3.69453 -0.39 -0.02 0.09 0.32
H 1.16414 4.92748 -1.95441 0.15 0.84 0.05 0.28
H 2.96689 5.32765 -5.95113 0.78 -0.07 0.21 0.26
H 1.67602 6.14496 -6.01663 -0.41 0.83 0.13 0.25
C 5.93318 -2.78750 1.66468 -1.14 -0.48 -0.25 -1.42
C 6.71886 -2.98349 2.95860 -0.52 -1.11 -0.97 0.39
C 8.20339 -3.36209 2.64120 0.19 0.82 0.07 -0.78
O 8.47987 -4.62676 2.07276 -0.42 1.04 0.34 -0.34
C 8.31060 -5.67688 2.97766 -0.85 -1.51 0.16 -0.78
N 6.55194 -1.75489 3.75042 1.03 -0.44 -0.62 -0.76
H 6.20173 -1.95192 1.01832 0.84 -0.02 0.11 0.36
H 4.88451 -2.55625 1.85153 -0.18 -0.06 0.54 0.38
H 5.86527 -3.69080 1.05844 0.49 -0.02 -0.05 0.36
H 6.25783 -3.78842 3.53101 0.00 -0.24 -0.09 0.28
H 8.82242 -3.20797 3.52503 -0.01 -0.20 0.54 0.45
H 8.59007 -2.61239 1.95088 -0.07 -0.02 -0.37 0.34
H 7.77327 -5.44513 3.89726 0.06 0.55 0.08 0.31
H 9.21288 -6.21214 3.27344 0.44 0.43 -0.22 0.29
H 7.67417 -6.41666 2.49209 0.02 -0.20 -0.09 0.29
H 7.30930 -1.81963 4.41548 0.11 0.33 0.73 0.29
H 6.93213 -1.12528 3.05822 -0.09 1.21 0.16 0.34
C -1.00382 -6.18277 -0.85956 -1.30 0.43 -0.93 -1.36
C -1.86138 -4.93429 -1.22899 2.34 0.94 1.43 0.60
C -3.21517 -5.13207 -1.78169 -1.48 -1.23 0.62 -0.71
O -3.95728 -6.12477 -1.01040 1.47 0.33 -0.08 -0.33
C -5.29582 -5.84166 -0.74937 -0.56 -0.54 -0.48 -0.77
N -1.81805 -4.08192 -0.02397 -0.38 -0.58 1.02 -0.79
H -1.57215 -6.83792 -0.19935 0.14 0.00 -0.04 0.30
H -0.07456 -5.86540 -0.38642 -0.02 -0.07 -0.08 0.43
H -0.78827 -6.67988 -1.80534 0.20 -0.36 0.20 0.33
H -1.24461 -4.34111 -1.90415 -0.27 -0.42 -1.15 0.27
H -3.10745 -5.48249 -2.80818 -0.31 0.00 -0.17 0.33
H -3.78557 -4.20409 -1.74170 0.08 0.22 -0.26 0.40
H -5.74948 -6.67877 -0.21877 0.38 -0.15 0.20 0.25
H -5.83934 -5.83038 -1.69412 -0.33 0.61 -0.09 0.32
H -5.46317 -4.95880 -0.13240 0.11 0.35 -0.19 0.31
H -2.12258 -3.12605 -0.14086 -0.01 0.03 -0.41 0.22
H -0.83728 -4.08843 0.21721 -0.05 0.47 0.42 0.23
```
Positions in Å, forces in eV/Å.


[2]
ORCA calculation (ωB97M-V/def2-TZVPD) on a 2-piece molecular cluster, FH2O3PS overall at a distorted geometry.

E_HOMO (alpha / beta) ... -9.96 / -9.97 eV
Kohn-Sham gap (alpha / beta) ... 8.267 / 8.269 eV
Multiplicity ... 1

XYZ file:
```
8
Properties=species:S:1:pos:R:3:forces:R:3:mulliken_charge:R:1
O 0.16693 1.04469 -0.97893 -1.72 0.21 1.33 -0.40
O -0.14873 0.43423 1.43184 -0.51 0.06 -0.41 -0.38
O 0.45989 -1.94274 -0.38100 -2.56 2.49 -0.04 -0.37
F 1.53914 -1.25595 0.19260 1.56 0.24 0.45 -0.18
P -0.78053 0.19573 0.00063 -0.64 -1.33 -0.59 0.81
S -2.74539 0.21043 -0.25215 2.99 -0.15 0.48 -0.25
H 0.75761 0.49970 -1.46144 1.22 -1.11 -0.98 0.39
H 0.75108 0.81389 1.44845 -0.34 -0.41 -0.23 0.38
```
Positions in Å, forces in eV/Å.


[3]
ORCA calculation (ωB97M-V/def2-TZVPD) on one molecule with the formula C4H4N2O at a distorted geometry.

E_HOMO ... -9.66 eV
Kohn-Sham gap ... 8.538 eV
Multiplicity ... 1

XYZ file:
```
11
Properties=species:S:1:pos:R:3:forces:R:3:mulliken_charge:R:1
C 0.95652 0.57872 -1.31814 0.22 -1.64 -4.39 -0.90
C -0.13783 0.15525 -0.51884 -0.18 -1.38 3.92 0.42
N -1.15100 0.83865 -0.22467 -0.46 0.07 -0.35 -0.37
N -1.87380 0.29431 0.91110 -1.09 0.18 0.82 -0.37
C -1.20169 -0.52037 1.59715 2.94 0.61 -4.74 -0.29
C 0.14861 -0.82876 0.70883 0.05 0.65 1.96 0.69
O 1.19124 -1.31353 1.09242 -1.81 0.59 -1.27 -0.48
H 0.44562 1.17684 -2.17348 1.61 -0.69 1.26 0.31
H 1.68810 1.10349 -0.73569 0.33 0.45 0.09 0.26
H 1.44655 -0.41825 -1.73818 -0.67 2.29 0.56 0.27
H -1.51233 -1.06635 2.39950 -0.93 -1.12 2.14 0.45
```
Positions in Å, forces in eV/Å.


[4]
ORCA calculation (ωB97M-V/def2-TZVPD) on one molecule with the formula C5H5N at a distorted geometry.

E_HOMO ... -8.93 eV
Kohn-Sham gap ... 9.913 eV
Multiplicity ... 1

XYZ file:
```
11
Properties=species:S:1:pos:R:3:forces:R:3:mulliken_charge:R:1
C -1.82192 1.22100 0.13665 -0.75 -1.13 0.54 0.02
C -1.52084 0.05687 0.04225 0.22 0.35 0.16 -0.35
C -0.86965 -1.23084 -0.03957 0.93 -0.25 -0.72 -0.33
N 0.55642 -1.18669 0.14517 2.52 0.74 0.26 -0.48
C 1.30925 -0.22148 0.15324 -1.99 -1.04 0.18 0.63
C 2.04169 0.82021 -0.08873 1.22 0.33 -0.43 -0.86
H -2.50003 1.89649 0.58361 0.08 1.02 -0.23 0.32
H -1.12788 -1.98260 0.69089 -1.16 -0.01 0.01 0.29
H -0.91280 -1.63529 -1.05860 -0.72 -0.20 0.26 0.28
H 2.18751 0.85908 -1.17540 0.34 0.56 0.41 0.22
H 2.65825 1.40325 0.61049 -0.69 -0.37 -0.43 0.27
```
Positions in Å, forces in eV/Å.


[5]
ORCA calculation (ωB97M-V/def2-TZVPD) on a 3-piece molecular cluster, C2H8N3O overall at a distorted geometry.

E_HOMO ... -12.89 eV
Kohn-Sham gap ... 9.435 eV
Total charge ... +1
Multiplicity ... 1

XYZ file:
```
14
Properties=species:S:1:pos:R:3:forces:R:3:mulliken_charge:R:1
C -0.10053 0.43249 1.03738 -7.64 4.60 -0.56 0.47
C -3.57199 -0.31271 -0.86145 -0.11 -0.52 2.31 -0.09
N -1.18714 1.00978 0.94162 5.71 -3.58 0.10 -0.26
N 0.97873 -0.13224 0.94347 1.30 -0.62 -0.62 -0.57
N 3.10877 -0.19954 -0.45038 -0.59 1.36 0.04 -0.62
O -3.54133 -0.70255 0.29416 -0.20 0.26 -1.34 -0.39
H -4.42450 -0.50375 -1.50733 -0.21 -0.13 -0.34 0.28
H -2.74361 0.28791 -1.20933 0.44 0.36 -0.67 0.21
H 2.04436 -0.20390 0.07428 1.00 0.37 0.59 0.39
H 1.22895 -0.77324 1.64892 0.10 -0.90 1.19 0.23
H 3.65797 0.68028 -0.27520 -0.89 -1.07 -0.52 0.36
H 2.74471 -0.29348 -1.38055 0.43 0.56 -1.13 0.38
H 3.70007 -0.98742 -0.32939 0.62 -0.94 0.58 0.33
H -1.89447 1.69839 1.07380 0.05 0.25 0.36 0.30
```
Positions in Å, forces in eV/Å.


[6]
ORCA calculation (ωB97M-V/def2-TZVPD) on a 2-piece molecular cluster, C4H9N overall at a distorted geometry.

E_HOMO ... -8.07 eV
Kohn-Sham gap ... 9.127 eV
Multiplicity ... 1

XYZ file:
```
14
Properties=species:S:1:pos:R:3:forces:R:3:mulliken_charge:R:1
C -0.20546 -2.23569 -2.14899 -0.39 0.49 -1.13 -0.78
C -0.28789 -1.01237 -2.69772 0.62 1.09 -0.35 0.19
N -0.98379 -0.58658 -3.81188 -1.42 -3.39 0.29 -0.42
H -0.81442 -2.99844 -2.70715 0.90 0.32 1.13 0.18
H 0.53752 -2.41757 -1.36357 -0.75 -0.24 -0.36 0.25
H 0.25050 -0.08167 -2.42637 0.26 -1.16 0.91 0.21
H -0.79497 0.33461 -4.05301 -0.38 1.33 -1.03 0.19
H -1.64690 -1.23955 -4.29829 1.16 1.57 0.54 0.19
C 1.32828 1.66443 4.09302 -1.08 -0.32 0.94 -0.42
C 0.21243 2.06514 4.70984 0.48 0.87 -0.31 -0.48
H 2.24474 2.05826 4.51849 0.21 -0.07 -0.62 0.21
H 1.32372 0.86919 3.35497 0.23 0.14 0.03 0.25
H 0.32283 2.90774 5.38891 -0.12 -0.27 0.27 0.19
H -0.82063 1.78443 4.53222 0.27 -0.35 -0.31 0.25
```
Positions in Å, forces in eV/Å.


[7]
ORCA calculation (ωB97M-V/def2-TZVPD) on a 2-piece molecular cluster, C4H9NO overall.

E_HOMO ... -7.34 eV
Kohn-Sham gap ... 8.034 eV
Multiplicity ... 1

XYZ file:
```
15
Properties=species:S:1:pos:R:3:forces:R:3:mulliken_charge:R:1
C 0.23500 1.71224 0.13862 -0.04 0.12 0.06 -1.00
N 0.46062 0.35818 -0.39227 0.06 -0.18 0.02 0.12
C 1.60083 -0.23929 -0.06442 -0.01 0.06 -0.08 -0.51
C -0.54953 -0.18166 -1.08255 0.12 0.14 -0.23 -0.76
C -1.16040 -1.53075 0.82924 -0.10 -0.21 0.19 0.07
O -2.10511 -2.24280 0.57870 0.21 0.17 0.17 -0.51
H 0.51113 2.44291 -0.62400 -0.04 -0.09 0.10 0.33
H 0.83790 1.85645 1.03583 -0.08 -0.03 -0.15 0.33
H -0.82161 1.82115 0.38845 0.17 -0.01 -0.05 0.36
H 2.34009 0.30963 0.50096 -0.18 -0.06 -0.09 0.22
H -0.10205 -1.82688 0.66083 -0.19 -0.06 -0.06 0.18
H 1.82041 -1.20560 -0.50097 -0.02 0.18 0.05 0.32
H -0.37725 -1.09322 -1.63740 0.03 0.13 0.09 0.36
H -1.43353 0.41410 -1.25480 0.17 -0.03 0.02 0.30
H -1.25652 -0.59445 1.42378 -0.09 -0.12 -0.05 0.19
```
Positions in Å, forces in eV/Å.


Energy relative to the best compared isomer or geometry (same formula, charge and spin) list, top to bottom, in kcal/mol: 125.48, 89.63, 73.17, 92.98, 81.54, 46.08, 95.70